A cluster of 18 separate species, C48H144N30O30P6 in total at a distorted geometry. Source: the OMol25 dataset; level of theory: wB97M-V/def2-TZVPD.

Geometry as XYZ:
```
258
Properties=species:S:1:pos:R:3:forces:R:3
P 0.9245 -2.5225 -6.0725 -1.232 -0.152 1.719
P -0.8588 0.0940 5.8402 -0.604 -0.685 -1.342
P 5.1972 2.6679 -1.7112 0.009 -1.173 0.088
P 1.5633 -5.8151 5.5736 0.284 0.841 2.695
P -0.5298 6.1959 3.4487 -0.043 0.281 -0.328
P -1.6191 3.4385 -6.8465 0.129 -0.566 0.075
O 3.6842 -5.4033 0.6960 0.005 0.584 -0.100
O -0.5349 -6.4207 0.6736 0.799 0.221 -0.837
O -3.0177 -1.6185 -1.8377 0.612 0.748 1.721
O -4.0252 -5.9618 -1.0068 -0.025 0.011 -0.040
O -0.7810 3.0786 -8.0049 0.065 0.609 0.008
O -5.6153 0.9581 2.7956 -0.019 -0.186 0.290
O 3.5341 -0.5021 2.1745 0.237 1.123 -0.143
O 2.1402 0.7708 1.1468 1.415 0.504 0.801
O 2.2146 -2.4528 -6.7624 0.497 0.009 0.033
O -0.1105 1.3538 5.7685 0.188 1.066 0.427
O 0.6080 5.3577 -1.0656 0.272 -1.652 1.245
O 0.5166 -1.4757 0.0114 -0.306 -0.277 0.330
O -0.1947 3.4637 -0.2933 1.231 1.572 -0.372
O 1.1994 -5.0625 6.8186 0.400 -0.251 -0.872
O 0.7499 -7.0346 -0.9576 -0.210 1.165 0.714
O 5.3632 -6.6476 1.1346 0.121 0.576 -1.245
O 4.9071 -2.3103 -2.6074 -2.152 -0.455 1.648
O 4.7615 1.6315 -0.7489 -0.006 -0.649 0.344
O -4.9739 -3.1160 1.9931 0.798 -1.138 0.867
O -6.5871 0.7098 0.8891 0.323 -0.239 0.382
O 0.8226 6.0252 2.8373 -0.740 0.313 -0.119
O -5.0806 4.2855 0.1060 0.808 0.303 -0.538
O -1.5147 -0.9637 0.5876 0.671 -0.413 0.134
O -4.4345 1.3883 -2.0547 0.551 -0.042 -0.055
O -3.3849 3.0054 0.3203 0.402 -1.660 1.041
O -4.2048 -4.9483 3.0122 -0.861 2.102 -0.605
O -2.1832 -4.9812 -1.4970 0.347 0.813 -0.127
O 3.2428 -3.6214 -2.1236 0.219 1.144 0.401
O -5.3879 3.2557 -2.5726 0.274 -0.092 -0.156
O -3.4689 -2.5783 -3.6346 -0.343 -1.090 -1.660
N 1.0003 -7.3662 5.7272 -0.039 0.298 0.264
N -3.7257 -2.3243 -2.4938 -0.459 0.453 -0.508
N 3.9102 -2.6133 -1.8980 1.863 -0.690 -2.282
N -0.4486 -0.7408 0.0404 -0.817 0.285 -0.902
N -2.8809 -5.9598 -1.4179 -0.094 -0.745 -0.352
N -0.7345 3.5376 -5.4503 -0.292 -0.599 1.964
N -0.4610 7.4234 4.5921 -0.807 -0.424 0.099
N -2.4592 0.0803 6.4755 0.887 0.137 -0.465
N -3.9334 3.9538 -0.1590 -0.350 0.854 -0.429
N 4.6742 -6.0141 0.3426 -0.403 -1.544 1.103
N 3.8298 3.3214 -2.3527 -1.244 -0.070 -0.418
N 3.1554 0.6142 1.8413 -1.523 -1.092 -0.426
N -0.4460 -2.1429 -6.9174 0.047 -0.376 0.992
N 0.1514 -1.0498 6.6166 -1.493 1.850 -1.195
N -5.3986 2.0873 -2.2504 -1.808 -0.197 0.006
N 0.6052 -4.0691 -5.4799 0.306 -0.608 0.576
N 0.3317 -6.1776 -0.1775 -0.779 -1.853 0.102
N -1.1451 4.7655 4.0283 0.053 -1.054 0.112
N 3.2239 -5.7514 5.3552 -1.251 -0.063 0.843
N 0.8104 -1.4532 -4.7512 0.207 -0.595 -1.668
N -5.6267 0.5963 1.6470 0.038 1.006 -0.971
N 6.1931 2.0167 -2.8869 -0.347 -0.115 1.311
N 0.6723 4.3614 -0.3303 -1.129 -0.357 -0.604
N 0.9472 -5.3071 4.1416 -0.997 0.550 -0.999
N -2.4145 4.8824 -6.9611 0.641 -1.546 -0.112
N -1.7626 6.6721 2.4225 0.726 -0.316 -0.276
N -4.1311 -3.9891 2.2215 -1.049 -1.568 0.617
N -2.7159 2.2365 -6.5509 -0.502 -0.563 1.044
N 5.9764 3.9596 -1.0250 0.883 0.114 0.413
N -1.1496 -0.3805 4.2544 0.204 0.883 0.579
C -0.4571 -2.2075 7.1303 -0.502 -2.428 1.856
C -1.6678 8.0335 5.2185 1.187 -0.358 0.402
C -3.5632 0.8331 5.8376 0.459 -0.180 -0.248
C -3.5560 1.8308 -7.6555 -1.055 1.604 -0.474
C -6.7785 1.4320 -2.1070 0.909 0.103 1.027
C -3.0389 4.7105 -1.1021 -0.053 0.046 -0.274
C -3.6775 5.1126 -6.3858 -1.109 -0.110 0.598
C 1.0170 -7.9522 7.0942 -0.015 -0.387 -0.634
C 3.6375 -1.7987 -0.7217 0.529 1.391 1.439
C 1.8205 4.1605 0.5993 -0.452 0.387 0.506
C 4.8894 -6.0613 -1.1431 0.270 -0.308 0.065
C -1.2535 3.8833 -4.1135 -0.990 1.302 -0.703
C 0.8030 -4.8038 -0.2535 0.481 1.027 -0.796
C 2.0217 -0.9168 -4.2240 0.740 -0.356 0.312
C -2.9678 -4.0674 1.3701 0.560 -0.413 -0.686
C -2.5527 0.2180 7.9166 0.148 -0.175 0.887
C -1.8935 -1.5143 3.7898 0.393 0.181 -1.704
C 1.4820 -4.0576 3.5842 0.790 -0.099 -0.268
C 1.7760 -4.9725 -5.2443 -1.423 -0.111 -0.549
C -0.2753 0.1402 3.1938 0.560 -0.478 1.028
C 3.7069 -6.5926 4.3359 1.401 -0.018 -1.335
C 0.6928 -8.2428 4.6330 1.229 -1.479 0.242
C -0.6100 -0.7635 -7.3362 0.762 0.160 -0.345
C -2.2822 -7.2595 -1.8261 -0.830 -0.112 -0.259
C -0.3710 -1.1561 -4.0049 -0.635 0.329 0.824
C 5.1850 4.8355 -0.1602 0.410 0.690 -0.778
C -1.0101 -3.1759 -7.7538 0.510 -0.141 -1.488
C -3.1581 6.3269 2.6426 -0.115 1.221 -1.311
C 1.0795 -0.5074 7.5897 0.212 0.317 -0.041
C -4.3763 0.0158 1.0290 -0.150 0.740 2.177
C -1.2925 4.3355 5.4079 0.734 1.308 0.391
C -3.0889 1.6811 -5.2176 -0.607 0.081 -1.520
C -0.4040 0.5036 -0.7721 0.291 -0.141 0.197
C 2.6390 2.4581 -2.6128 0.461 -0.205 1.229
C -4.9884 -2.7873 -1.8757 -0.222 -0.692 0.228
C -1.4877 7.5706 1.3035 -0.645 1.240 0.698
C 3.9062 1.8095 2.3413 0.860 -0.959 -0.282
C -0.5450 -4.3319 -4.5820 -0.304 0.980 -1.430
C 7.0773 2.7897 -3.7002 1.086 -0.225 -0.623
C -1.8584 6.0212 -7.5705 0.937 1.723 -0.427
C 0.6815 7.3811 5.4880 0.693 0.569 -0.188
C 3.9040 4.3812 -3.3530 0.862 -0.662 -0.612
C 7.3008 3.7200 -0.3528 -1.110 0.816 -0.872
C -1.0101 3.6114 3.1354 -0.748 0.428 -0.380
C -0.5064 -5.4252 3.8454 -0.110 0.436 0.414
C 4.2068 -4.9026 6.0483 -0.164 -0.878 -0.163
C 6.0669 0.5751 -3.2096 -0.364 1.141 1.208
C 0.2140 2.4931 -5.2137 1.023 -1.144 0.537
H 4.0430 1.6726 3.4157 -0.343 0.170 -0.140
H 1.5537 6.9986 4.9526 -0.287 -0.430 0.161
H -0.6343 0.2270 -1.7891 -0.216 -0.291 -0.167
H 1.5352 -8.9345 4.4390 -0.164 0.004 0.066
H 1.8219 -1.3005 7.8153 -0.206 0.665 -0.115
H -1.2947 -1.2040 -4.5898 0.221 -0.576 -0.021
H -1.5937 -0.0400 8.3647 -0.078 -0.250 0.105
H 7.0767 0.2233 -3.3809 -0.056 -0.468 -0.362
H -1.1260 -4.5426 4.1789 0.744 -0.807 0.139
H 2.5789 -4.4951 -4.6942 0.309 0.066 -0.216
H -0.4694 -1.8019 -3.0772 -0.039 0.752 -0.822
H 1.8319 3.1672 -2.8049 -0.172 -0.338 0.162
H -7.3871 2.0214 -1.3909 0.592 -0.418 -0.480
H -3.3683 5.9617 3.6124 -0.034 0.184 1.267
H 0.1466 -0.7313 2.7016 0.396 0.081 -0.331
H 0.5027 0.8205 3.5362 0.101 -0.459 0.548
H 0.9473 2.9479 -4.4932 0.026 -0.735 -1.331
H 1.6442 3.2166 1.1226 -0.126 0.384 -0.188
H -1.3332 -3.5780 -4.8268 0.322 -0.922 0.134
H 3.8700 -6.0546 -1.5501 0.562 -0.087 -0.070
H -3.0491 2.0319 -8.5990 0.061 0.213 0.053
H -2.6051 -1.8788 4.4725 -0.897 -0.264 1.154
H 0.5313 -0.2485 8.5070 0.299 -0.107 0.205
H -1.1670 1.1569 -0.3835 0.053 0.350 0.116
H -1.5029 -0.3361 -6.9226 -0.762 0.252 -0.064
H -2.3246 7.3291 5.7650 0.424 0.233 -0.123
H 4.5353 -6.0696 3.8628 0.274 -0.236 -0.307
H 0.6242 -9.0080 6.9657 0.153 1.326 0.539
H 1.4154 -5.8182 -4.6509 -0.009 0.156 0.119
H -2.0593 3.5873 5.5076 -0.242 -0.339 -0.119
H -2.2142 -4.6366 1.9186 -0.088 0.344 -0.352
H -2.0954 7.3746 0.4091 0.195 -0.443 0.253
H 2.5832 -1.7208 -0.4219 0.394 -0.279 -0.601
H 4.0645 -7.5506 4.6651 0.281 -0.691 0.382
H 6.7334 2.7660 -4.7429 0.020 0.598 0.067
H -2.4400 -1.2211 2.8499 0.498 -0.465 0.811
H 4.2630 5.1677 -0.6336 0.071 -0.178 -0.011
H -0.4334 7.5464 1.0480 0.055 -0.027 -0.036
H 2.0703 0.1419 -4.3748 -0.248 1.023 0.212
H 5.5072 -6.9360 -1.4661 -0.580 0.849 0.610
H -0.5638 -0.6684 -8.4233 -0.335 -0.060 -0.039
H -4.4032 5.3594 -7.1755 -0.175 -0.132 0.330
H 1.1128 -3.9687 2.5631 -0.280 0.260 0.162
H 0.5454 2.1092 -6.1914 0.714 0.323 0.580
H -1.7775 8.6265 1.5860 0.432 -0.764 -0.227
H 4.7308 5.0598 -3.0749 -0.426 -0.188 -0.407
H -2.7192 1.2558 8.2713 -0.228 -0.300 -0.440
H -2.6897 -3.0688 1.1027 0.430 0.466 -0.256
H -3.6690 0.7272 4.7512 0.586 -0.050 0.230
H -4.6797 -3.3798 -1.0341 0.072 -0.155 0.513
H -0.9290 5.8349 -8.1206 -0.463 -0.335 -0.133
H -3.4989 4.7339 -2.0932 -0.145 0.133 0.362
H 2.7313 4.1155 0.0402 0.271 -0.116 -0.647
H -2.0848 4.1638 -1.1327 -0.542 0.325 0.113
H -4.0180 2.1045 -4.8564 -0.409 0.420 0.134
H 2.0438 -5.4139 -6.2102 0.601 0.358 0.257
H 3.3908 2.7021 2.0296 -0.057 0.074 0.157
H 0.6108 0.8767 -0.7465 -0.013 0.232 0.245
H -2.2666 8.5969 4.5340 -0.298 0.098 -0.759
H 7.2017 3.7890 -3.2734 -0.283 0.011 -0.471
H 2.0603 -8.0529 7.4829 -0.731 0.204 -0.176
H -3.9764 4.2472 -5.7917 -0.355 -0.005 -0.319
H -0.3764 -3.2661 -8.6438 -0.078 0.017 -0.365
H 0.4112 -7.2831 7.7539 0.513 -0.933 -0.338
H -5.6204 -3.4245 -2.5027 0.521 0.456 -0.310
H 8.1148 2.3623 -3.7534 -0.726 0.038 0.321
H -3.7791 7.2296 2.3690 0.368 -0.991 0.491
H -1.5858 5.2146 5.9400 -0.536 0.554 0.734
H -3.3342 -0.4509 8.3508 0.468 0.507 -0.346
H 5.3525 0.4252 -4.0051 0.222 -0.190 -0.767
H 2.8881 -1.2639 -4.8073 -0.246 -0.398 0.549
H -2.9002 5.7026 -0.6810 -0.113 0.056 -0.120
H -0.9079 -5.3656 -4.6943 -0.022 0.331 -0.335
H 4.1913 -2.2587 0.1015 -0.197 -0.363 -0.066
H 1.2253 -3.1685 4.1729 -0.207 -0.076 -0.080
H -1.1303 3.9333 2.1043 0.228 -0.024 -0.190
H -2.3630 1.8319 -4.4466 0.429 -0.174 -0.088
H 1.4943 0.4239 7.1811 0.235 -0.508 0.248
H -0.0176 -4.2183 -0.7142 0.546 -0.401 -0.043
H -0.9362 -6.3576 4.2303 0.158 0.467 0.206
H -1.8114 2.8928 3.3158 -0.185 0.092 0.209
H -3.1342 -7.8871 -2.0884 0.267 0.050 -0.350
H 1.7707 -4.7387 -0.8135 -1.151 -0.057 0.598
H 7.6782 4.7322 -0.1104 -0.030 -0.754 0.260
H 0.5667 -7.7250 3.7137 -0.316 0.553 -0.626
H -0.7902 0.7490 2.4951 -1.043 0.317 -0.901
H -0.3863 4.0029 5.9296 0.031 -0.373 -0.550
H -0.1591 1.5727 -4.6421 -0.129 1.164 -0.690
H 0.3493 -2.9533 7.2994 -0.729 0.041 -0.228
H 3.0164 -6.7734 3.5280 -0.582 0.039 -0.164
H -0.3642 -0.0800 -3.7196 0.262 -0.625 0.170
H 2.0783 -1.1410 -3.1363 0.368 0.116 -0.488
H 2.5813 -4.0531 3.4527 -0.467 -0.343 0.388
H -0.6291 -5.4695 2.7708 0.201 -0.072 -0.266
H 5.2120 -5.0793 5.6137 -0.624 -0.141 0.304
H -0.5701 4.5653 -3.5915 0.179 -0.475 0.060
H -3.6444 5.9373 -5.6768 -0.010 0.391 0.092
H -2.0026 -2.9074 -8.1449 0.089 -0.209 0.608
H -4.1816 0.5600 0.1150 0.087 -0.360 -0.095
H -4.6861 -0.9966 1.0095 0.202 -1.233 -0.953
H 5.3756 -5.1102 -1.3522 0.063 -0.126 -0.349
H -4.4865 0.4359 6.2310 -0.364 -0.079 0.331
H 5.8020 5.7260 -0.0138 -0.191 0.052 0.206
H -0.3459 -4.2087 -3.5385 0.563 0.206 0.851
H 1.0226 8.3816 5.8024 -0.566 -0.053 -0.091
H 4.0574 3.9526 -4.3964 -0.029 0.602 1.045
H -1.8736 -7.6672 -0.9203 0.583 -0.114 0.313
H 2.9581 4.9022 -3.3397 -0.204 0.422 -0.092
H -2.1557 4.4748 -4.2588 -0.243 0.107 0.143
H 4.2441 -5.0559 7.1382 -0.120 0.036 -0.431
H -0.0936 3.0684 3.2734 0.702 -0.073 0.049
H 0.4383 6.8139 6.3750 0.276 -0.354 0.426
H -3.4450 5.4909 2.0295 -0.310 -0.296 -0.744
H -2.6218 6.4970 -8.2081 0.381 -0.117 -0.140
H -1.5690 6.7828 -6.8238 -0.212 -0.089 0.022
H 5.6196 0.0769 -2.3483 0.393 -0.015 -0.046
H 4.9897 4.3940 0.8049 -0.212 -0.247 0.449
H -3.2924 -4.6351 0.4782 0.177 0.471 0.635
H -3.7532 0.7867 -7.6726 -0.197 -1.055 0.374
H -1.5581 3.0201 -3.4809 0.658 0.515 -0.303
H -4.5562 2.3875 -7.6780 1.065 -0.681 0.098
H 4.8996 1.7247 1.8715 -0.476 0.173 0.009
H -3.4992 1.8950 6.1059 -0.055 -0.063 -0.135
H 7.9615 3.2854 -1.0631 0.660 -0.424 -0.588
H -3.3122 0.6182 -5.3341 0.344 -0.106 -0.022
H 0.8618 -4.4454 0.7636 0.313 0.004 0.090
H -0.1636 -8.8894 4.8364 -0.225 0.297 0.065
H 3.9481 -3.9022 5.8078 -0.047 1.266 0.250
H 2.7579 1.7943 -3.4578 0.236 0.178 -0.673
H -1.2014 -2.3390 3.5435 -0.230 0.056 -0.148
H -0.9265 -4.1794 -7.3216 -0.572 0.490 0.316
H 7.2308 3.0376 0.4938 -0.107 0.261 0.276
H 0.2054 -0.1227 -6.9911 0.051 -0.286 0.164
H 2.3737 1.7326 -1.7963 0.490 1.167 -0.241
H -1.2873 -2.6850 6.5718 0.697 0.528 -0.249
H 1.8468 5.0302 1.2722 -0.227 -0.303 -0.066
H -5.5043 -1.9122 -1.5202 -0.152 0.307 0.070
H -1.5424 -7.0921 -2.6176 -0.306 -0.089 0.408
H -7.2081 1.4199 -3.0800 -0.350 0.198 -0.778
H -1.2276 8.7685 5.9041 -0.507 -0.189 0.138
H 4.1276 -0.7973 -0.7843 -0.588 -0.670 -0.544
H -0.8925 -2.0020 8.1435 0.173 -0.230 -0.443
H -6.5703 0.4137 -1.7722 -0.263 0.365 0.150
H -3.5951 0.0766 1.8152 -0.405 0.345 -0.847
```
Positions in Å, forces in eV/Å.

Total charge: 0
E_HOMO (eV): -8.2
Lowest unoccupied orbital energy (eV): -0.355
Calculated total energy (a.u.): -7862.4247
Orbital gap (eV): 7.86

Mulliken population analysis, charges in e, atoms 1 to 99:
1. P 0.31
2. P 0.37
3. P 1.15
4. P 0.08
5. P 0.08
6. P -0.21
7. O -0.31
8. O -0.71
9. O 0.00
10. O -0.57
11. O -0.86
12. O -0.62
13. O -0.59
14. O 0.25
15. O -0.93
16. O -1.09
17. O -0.67
18. O -0.41
19. O 0.28
20. O -0.96
21. O -0.68
22. O -0.53
23. O -0.62
24. O -1.16
25. O -0.66
26. O -0.67
27. O -0.92
28. O -0.61
29. O 0.25
30. O -0.17
31. O -0.22
32. O -0.64
33. O -0.16
34. O -0.28
35. O -0.55
36. O -0.58
37. N 0.33
38. N 0.75
39. N 0.86
40. N 0.35
41. N 0.81
42. N 0.37
43. N 0.17
44. N 0.45
45. N 0.71
46. N 0.77
47. N 0.49
48. N 0.71
49. N 0.76
50. N 0.47
51. N 0.89
52. N 0.18
53. N 1.24
54. N 0.95
55. N 0.37
56. N 0.61
57. N 1.10
58. N 0.54
59. N 0.83
60. N 1.16
61. N 0.57
62. N 0.87
63. N 1.22
64. N 1.04
65. N 0.01
66. N 1.31
67. C -0.85
68. C -0.90
69. C -0.80
70. C -1.41
71. C -0.82
72. C 0.10
73. C -1.06
74. C -0.98
75. C 0.68
76. C 0.68
77. C -0.72
78. C -0.51
79. C 1.12
80. C -0.80
81. C 1.47
82. C -0.96
83. C -0.29
84. C -0.12
85. C -1.08
86. C -0.98
87. C -1.09
88. C -0.97
89. C -1.70
90. C -0.89
91. C 1.09
92. C -1.13
93. C -1.16
94. C -1.10
95. C -1.09
96. C 0.78
97. C -0.70
98. C -1.04
99. C 0.26